Entry 1:
{"formula": "C30H80O30S10", "method": "the ωB97M-V functional and the def2-TZVPD basis", "species": ["S", "S", "S", "S", "S", "S", "S", "S", "S", "S", "O", "O", "O", "O", "O", "O", "O", "O", "O", "O", "O", "O", "O", "O", "O", "O", "O", "O", "O", "O", "O", "O", "O", "O", "O", "O", "O", "O", "O", "O", "C", "C", "C", "C", "C", "C", "C", "C", "C", "C", "C", "C", "C", "C", "C", "C", "C", "C", "C", "C", "C", "C", "C", "C", "C", "C", "C", "C", "C", "C", "H", "H", "H", "H", "H", "H", "H", "H", "H", "H", "H", "H", "H", "H", "H", "H", "H", "H", "H", "H", "H", "H", "H", "H", "H", "H", "H", "H", "H", "H", "H", "H", "H", "H", "H", "H", "H", "H", "H", "H", "H", "H", "H", "H", "H", "H", "H", "H", "H", "H", "H", "H", "H", "H", "H", "H", "H", "H", "H", "H", "H", "H", "H", "H", "H", "H", "H", "H", "H", "H", "H", "H", "H", "H", "H", "H", "H", "H", "H", "H"], "positions_angstrom": [[5.66350, 1.74396, -4.88948], [-2.57329, 0.73675, 7.98010], [-2.17494, 0.12180, -0.32481], [3.28102, 5.38335, 5.36456], [-4.30224, -6.27864, -5.08594], [-3.96592, 1.44346, -7.36312], [-2.00742, 3.85437, -2.86055], [1.79069, -2.71383, -1.35477], [2.01461, -1.55787, 6.47149], [0.45023, -5.62696, 2.96924], [3.42060, -1.05911, 5.91195], [-3.04955, 0.12081, 6.58790], [-0.10916, -4.52570, 1.97387], [5.19607, 2.29447, -6.10764], [3.09418, 4.09909, 5.95508], [-4.22111, 2.83779, -7.30015], [-4.39614, 0.63697, -8.44333], [1.54328, -6.26831, 2.31528], [-4.51640, 0.85800, -5.98497], [2.07181, 5.63634, 4.33787], [-3.65136, -7.22293, -4.25407], [-3.44176, 0.66426, -0.67576], [4.35503, 1.57393, -3.96919], [-0.59707, -6.41441, 3.51932], [-1.22009, 0.35533, 8.23459], [0.65218, -2.72153, -2.21766], [1.92110, -1.64842, -0.41858], [3.10724, -2.75120, -2.25247], [-2.00340, -0.75881, 0.77732], [3.40955, 6.58112, 6.10242], [-1.44783, 2.55070, -3.00740], [2.17481, -2.90218, 6.89370], [6.39454, 0.52128, -4.86614], [1.03420, -1.21298, 5.48739], [-5.70064, -6.05126, -4.95568], [-0.81179, 4.91762, -2.91489], [-1.22339, 1.40801, -0.10752], [-3.00152, 4.37875, -3.71650], [-2.92192, 2.11931, 7.95058], [-3.51000, -4.91583, -4.91039], [-3.30845, 0.11795, 4.21727], [1.83465, -4.35237, -0.61751], [1.56611, 4.87334, -2.87293], [1.12329, -4.61216, 4.25780], [-5.23413, 1.00563, -3.77544], [-2.25230, -4.29470, 0.91746], [1.58936, 4.48616, 3.60663], [4.65581, 5.26718, 4.21044], [0.30351, 4.68239, -2.05205], [0.48406, 3.73135, 4.32169], [6.49489, 3.04181, -3.98566], [-2.55469, 4.06431, -1.15864], [-2.91160, 0.93813, 5.41585], [0.63406, 2.56859, 0.84152], [4.51375, 0.99633, -2.64976], [-4.20954, 1.51920, -4.74572], [3.50858, 1.66116, -1.75062], [-3.65025, -0.22937, 9.00939], [3.61239, -0.27411, 3.64733], [-0.10526, 1.25768, 0.83264], [-1.48224, -4.01554, 2.18587], [4.04184, -3.11151, -4.39937], [-3.94300, -6.71441, -6.77335], [-1.47606, -0.58316, -1.79307], [3.16942, -3.72014, -3.31983], [-3.28069, -2.55502, -4.82934], [1.74564, -0.45671, 7.85053], [3.37916, 0.11230, 5.10291], [-4.15199, -3.68740, -5.34938], [-2.20799, 1.22076, -7.12465], [-2.91820, -6.45503, -7.01423], [-1.32665, -2.94576, 2.30478], [-4.03510, -7.79874, -6.78768], [1.53329, 0.51446, 7.44258], [-1.91045, -4.45651, 3.08209], [-5.39116, -0.06832, -3.88029], [-4.68936, -6.25312, -7.41098], [-0.03848, 3.37179, 1.13884], [2.59547, -0.64712, 8.49841], [-2.77359, 5.11737, -1.00654], [-4.60196, -0.30230, 8.48151], [-1.64990, -4.00259, 0.05793], [3.40916, 0.56006, 2.98010], [-3.12624, -3.63145, 0.90279], [3.69888, 2.68996, -1.43868], [5.54881, 1.03752, -2.31701], [0.80122, 3.34312, 5.28741], [2.48237, 4.57483, -2.36445], [4.20790, -3.78483, -5.23927], [0.32141, 3.71376, -1.55030], [-2.07671, 0.18374, -6.83391], [2.53241, 1.72307, -2.24547], [-3.11309, 0.71451, 3.32344], [0.97816, 2.70357, -0.18804], [0.84339, -4.40593, -0.17407], [-3.48078, 1.87142, 5.44849], [-0.61042, 0.99118, 1.76086], [-3.18911, 1.27008, -4.43686], [-4.22163, 2.60011, -4.86496], [4.24741, 0.69439, 5.40869], [0.28079, 5.42066, -1.24322], [2.42831, 3.79741, 3.50640], [1.17854, 4.88227, 2.68356], [5.89646, 3.93610, -4.11318], [-3.95619, -1.69590, -4.74839], [-1.84139, -0.09417, -2.69636], [-2.75936, -0.82123, 4.17907], [0.52397, 0.42573, 0.50897], [-3.31240, -1.25873, 8.88655], [1.88007, -5.04202, -1.45263], [-0.40775, -0.38523, -1.83063], [3.30191, 1.00985, -0.89614], [1.55105, 2.55067, 1.42427], [1.60170, 5.93693, -3.11354], [-2.41632, -2.39349, -5.46159], [2.13409, -4.34231, 3.96801], [5.52706, 5.21053, 4.85455], [-5.12479, -3.63858, -4.86719], [-1.69768, 1.56350, -8.01811], [-4.20630, -3.63052, -6.43615], [0.85382, -0.81694, 8.35902], [-3.37773, 3.40075, -0.91320], [3.03932, -1.15138, 3.33888], [6.56155, 2.81225, -2.92866], [-3.04680, -2.68918, -3.77242], [2.49050, 0.71461, 5.24859], [4.59084, 6.13077, 3.55993], [4.51313, 4.35780, 3.63650], [4.20026, -0.04598, -2.74136], [-3.68908, 0.21768, 9.99051], [-0.35222, 4.40305, 4.51703], [3.52487, -2.23783, -4.79932], [5.00098, -2.82312, -3.97441], [-4.37140, -0.12247, 4.16294], [-5.02969, 1.25873, -2.73739], [7.47649, 3.07436, -4.45462], [4.63093, -0.66905, 3.60033], [-1.86758, 1.25704, 5.34426], [0.20385, 2.83487, 3.76525], [2.17216, -3.97135, -3.68581], [-1.71277, 3.79985, -0.52329], [-1.90917, 1.88808, -6.31742], [1.09870, -5.12746, 5.21019], [2.61798, -4.47033, 0.11954], [0.52978, -3.69954, 4.30122], [3.61832, -4.63940, -2.92976], [-6.21148, 1.42644, -4.02862], [-1.68234, -1.64223, -1.90298], [-2.65261, -5.29830, 0.79905], [1.53455, 4.32836, -3.81507]], "lowdin_charge": [0.56, 0.58, 0.58, 0.57, 0.55, 0.56, 0.58, 0.57, 0.57, 0.55, -0.24, -0.26, -0.29, -0.26, -0.28, -0.27, -0.26, -0.28, -0.27, -0.25, -0.26, -0.27, -0.27, -0.27, -0.28, -0.29, -0.27, -0.26, -0.27, -0.25, -0.27, -0.26, -0.27, -0.29, -0.27, -0.23, -0.29, -0.24, -0.27, -0.26, -0.06, -0.08, -0.05, -0.12, -0.05, -0.06, -0.27, -0.10, -0.29, -0.06, -0.11, -0.09, -0.27, -0.06, -0.25, -0.28, -0.07, -0.11, -0.05, -0.22, -0.21, -0.06, -0.12, -0.11, -0.27, -0.05, -0.10, -0.28, -0.23, -0.11, 0.07, 0.11, 0.07, 0.06, 0.11, 0.07, 0.07, 0.08, 0.08, 0.08, 0.07, 0.07, 0.07, 0.08, 0.07, 0.11, 0.07, 0.06, 0.08, 0.07, 0.06, 0.08, 0.07, 0.06, 0.05, 0.12, 0.11, 0.09, 0.10, 0.12, 0.13, 0.09, 0.11, 0.07, 0.06, 0.06, 0.08, 0.11, 0.08, 0.07, 0.06, 0.08, 0.08, 0.08, 0.08, 0.07, 0.07, 0.12, 0.08, 0.13, 0.06, 0.07, 0.08, 0.06, 0.08, 0.10, 0.07, 0.05, 0.11, 0.08, 0.09, 0.08, 0.08, 0.08, 0.07, 0.08, 0.08, 0.12, 0.07, 0.12, 0.03, 0.06, 0.08, 0.08, 0.06, 0.12, 0.09, 0.06, 0.09, 0.09], "total_charge": 0, "lumo_energy_ha": -0.0118, "smiles": "CCOS(C)(=O)=O.CCOS(C)(=O)=O.CCOS(C)(=O)=O.CCOS(C)(=O)=O.CCOS(C)(=O)=O.CCOS(C)(=O)=O.CCOS(C)(=O)=O.CCOS(C)(=O)=O.CCOS(C)(=O)=O.CCOS(C)(=O)=O", "gap_ha": 0.3944, "energy_ev": -202179.9369}

=====

Entry 2:
{"formula": "C4H9O3P", "method": "the ωB97M-V functional and the def2-TZVPD basis", "species": ["P", "O", "O", "O", "C", "C", "C", "C", "H", "H", "H", "H", "H", "H", "H", "H", "H"], "positions_angstrom": [[-0.20924, 1.36408, 1.02883], [1.13605, 2.13942, 1.13607], [-0.73863, 0.93745, 2.29742], [-1.22650, 2.34387, 0.56990], [-0.56359, -1.32501, 0.48262], [0.14443, -0.10179, -0.07190], [1.58762, -0.36984, -0.25101], [-0.78719, 0.31470, -1.28531], [-0.63394, -1.94813, -0.43209], [-1.56556, -1.12571, 0.90514], [-0.70852, -0.38827, -2.09803], [1.72294, -1.44779, -0.42087], [2.04477, 0.09041, -1.07867], [-0.54887, 1.26279, -1.71962], [-1.84924, 0.39195, -0.98801], [0.12560, -1.88557, 1.21063], [2.06989, -0.25256, 0.71490]], "lowdin_charge": [-0.05, -0.52, -0.42, -0.46, -0.16, -0.62, -0.14, -0.14, 0.05, 0.07, 0.03, 0.05, 0.05, 0.05, 0.07, 0.08, 0.07], "total_charge": -2, "lumo_energy_ha": 0.2407, "smiles": "CC(C)(C)P(=O)([O-])[O-]", "gap_ha": 0.1743, "energy_ev": -19724.4943}

=====

Entry 3:
{"formula": "C2H7NO", "method": "the ωB97M-V functional and the def2-TZVPD basis", "species": ["O", "N", "C", "C", "H", "H", "H", "H", "H", "H", "H"], "positions_angstrom": [[-0.46220, 1.59087, 0.53905], [0.66618, -0.57277, -1.49432], [-0.24540, -0.69252, -0.26285], [-0.01518, 0.29066, 0.92188], [0.99029, 0.49625, 1.25869], [-1.39788, 1.70075, 0.53241], [-0.17044, -1.77103, 0.03286], [-1.31841, -0.46474, -0.59467], [1.59382, -1.14229, -1.25047], [-0.64635, -0.01100, 1.77111], [1.00558, 0.57584, -1.45368]], "lowdin_charge": [-0.10, -0.08, -0.28, -0.27, 0.11, 0.06, 0.10, 0.12, 0.09, 0.11, 0.14], "total_charge": 0, "lumo_energy_ha": 0.0354, "smiles": "NCCO", "gap_ha": 0.3860, "energy_ev": -5723.6817}

=====

Question: Number 1 is which compound?
Answer: C30H80O30S10